{"formula": "C16H48NO11", "method": "ωB97M-V/def2-TZVPD", "charge": -1, "e_above_lowest_kj_mol": 1037.4, "energy_ev": -41370.885, "multiplicity": 1, "orbital_gap_ev": 8.9997, "species": ["N", "O", "O", "O", "C", "C", "O", "H", "H", "H", "H", "H", "H", "C", "C", "O", "H", "H", "H", "H", "H", "H", "C", "C", "O", "H", "H", "H", "H", "H", "H", "C", "C", "O", "H", "H", "H", "H", "H", "H", "C", "C", "O", "H", "H", "H", "H", "H", "H", "C", "C", "O", "H", "H", "H", "H", "H", "H", "C", "C", "O", "H", "H", "H", "H", "H", "H", "C", "C", "O", "H", "H", "H", "H", "H", "H"], "coordinates": [[0.319, -0.215, 0.141], [0.528, -0.746, 1.211], [0.254, 1.048, 0.188], [-0.078, -0.775, -0.912], [3.072, -1.052, -1.835], [4.480, -0.974, -2.412], [4.490, -0.778, -3.809], [2.537, -0.169, -2.217], [3.059, -1.408, -0.618], [2.571, -1.935, -2.304], [4.742, -1.981, -2.391], [5.067, -0.222, -1.988], [4.681, 0.131, -3.965], [-0.749, -2.077, -5.346], [0.181, -1.836, -4.113], [0.022, -0.523, -3.685], [-0.514, -3.014, -5.766], [-0.435, -1.252, -6.093], [-1.739, -1.900, -4.941], [1.320, -2.095, -4.355], [0.010, -2.535, -3.354], [-0.054, -0.497, -2.894], [-2.748, 1.133, 2.038], [-3.093, 2.511, 2.368], [-4.393, 2.785, 2.131], [-3.391, 0.512, 2.843], [-1.688, 0.853, 2.173], [-3.149, 0.786, 0.997], [-2.482, 3.172, 1.598], [-2.623, 2.668, 3.324], [-4.474, 2.521, 1.281], [-1.609, -3.697, 4.353], [-1.079, -2.213, 4.042], [0.017, -2.533, 3.148], [-2.275, -3.762, 5.098], [-0.633, -4.183, 4.806], [-1.945, -4.180, 3.508], [-0.682, -1.969, 4.939], [-1.837, -1.923, 3.464], [0.011, -2.079, 2.329], [-1.755, 3.693, -3.562], [-1.817, 2.329, -2.728], [-1.816, 2.761, -1.329], [-0.779, 4.385, -3.373], [-2.530, 4.454, -3.399], [-1.728, 3.363, -4.710], [-0.942, 1.563, -2.813], [-2.493, 1.640, -2.927], [-1.034, 2.446, -1.060], [2.225, 1.349, 5.170], [1.710, 0.337, 4.183], [2.103, 0.722, 2.894], [1.708, 2.229, 5.110], [3.352, 1.338, 5.345], [2.180, 1.118, 6.198], [0.643, 0.132, 4.024], [2.181, -0.751, 4.148], [1.551, 0.291, 2.141], [-3.004, -4.602, 0.217], [-2.064, -3.310, 0.299], [-1.706, -2.928, -0.993], [-3.945, -4.555, -0.323], [-3.272, -5.006, 1.270], [-2.378, -5.331, -0.051], [-1.239, -3.541, 0.901], [-2.561, -2.740, 0.837], [-1.095, -2.331, -0.734], [3.160, 4.764, -1.142], [2.319, 3.483, -0.981], [2.033, 3.240, 0.388], [4.242, 4.614, -0.757], [2.663, 5.587, -0.644], [2.998, 5.012, -2.202], [2.685, 2.518, -1.457], [1.349, 3.619, -1.318], [1.384, 2.541, 0.414]], "forces_ev_per_angstrom": [[-2.9, 3.6, -1.4], [0.9, -2.5, 0.7], [0.6, -0.2, -0.9], [1.1, -0.6, 1.2], [-0.5, -1.4, 1.6], [-2.2, -0.9, -0.6], [-0.4, -0.2, -0.9], [-0.4, -0.1, 1.2], [0.0, 1.8, -3.3], [0.3, 0.7, 0.2], [1.9, -1.5, 1.0], [1.3, 0.6, 1.3], [0.0, 1.0, -0.4], [2.1, 3.0, 0.8], [2.3, -0.5, -2.4], [1.5, -0.1, -15.6], [-0.3, -1.3, -0.5], [-0.9, -1.3, 1.0], [-0.4, -0.3, -0.6], [-2.0, 0.9, 0.0], [-0.9, -1.0, 1.4], [-1.4, 0.6, 15.9], [-1.9, -4.2, 0.3], [4.7, 1.9, -2.8], [-1.9, 1.7, 4.6], [1.4, 0.7, -1.8], [-0.5, 0.3, -0.3], [0.9, 0.7, 1.7], [-0.6, -0.8, 1.6], [-0.9, 0.8, 0.8], [-1.1, -1.1, -4.3], [5.8, 1.3, 0.8], [1.8, -6.9, -2.2], [0.3, -0.7, 1.9], [-2.8, 0.1, 2.8], [-1.9, 0.4, -1.2], [-0.5, -1.1, -1.9], [0.6, 2.4, 2.5], [-3.0, 3.2, -1.4], [-0.2, 1.1, -1.1], [2.3, -0.8, -2.1], [5.3, 3.8, 1.8], [-4.7, 1.0, -2.6], [-1.9, -2.2, -0.3], [-0.4, -0.9, 0.1], [-0.1, 1.1, 2.2], [-0.5, 2.1, -0.4], [-4.5, -2.2, -1.0], [4.5, -1.8, 2.4], [2.4, -2.7, 0.9], [0.9, -3.6, -2.1], [0.0, 1.0, -2.8], [-0.5, 2.7, -0.7], [-0.9, 0.8, -2.0], [-1.6, -1.2, 1.6], [-0.3, 0.4, 1.5], [-0.8, 1.8, 1.7], [1.0, 0.8, 2.2], [-0.8, 2.2, 3.6], [0.4, -7.8, -4.2], [-3.1, -2.6, -0.5], [0.3, 0.4, -0.4], [0.2, 1.2, -1.2], [2.0, -3.1, -2.0], [1.7, -0.8, 0.7], [-4.7, 6.7, 4.2], [3.8, 3.8, -0.2], [0.4, -1.4, -0.2], [0.9, -0.9, 1.4], [1.3, 0.6, 0.6], [-1.8, 0.5, -1.0], [0.1, 0.0, 0.6], [1.1, 0.0, 0.0], [0.3, 1.3, 0.2], [-1.8, 0.7, -2.0], [-0.3, -0.6, 0.3]], "lowdin_charge": [-0.488, -0.017, -0.032, -0.008, -0.092, -0.337, -0.068, 0.063, 0.158, 0.061, 0.084, 0.095, 0.060, -0.069, -0.317, 0.009, 0.039, 0.099, 0.068, 0.136, 0.080, -0.138, -0.125, -0.428, -0.013, 0.116, 0.065, 0.111, 0.146, 0.111, 0.026, -0.053, -0.209, -0.107, 0.008, 0.118, 0.022, 0.074, 0.062, -0.005, -0.092, -0.231, -0.076, 0.098, 0.041, 0.089, 0.129, 0.042, -0.044, -0.084, -0.343, -0.151, 0.041, 0.106, 0.038, 0.093, 0.141, 0.066, -0.039, -0.277, -0.010, 0.066, 0.089, 0.004, 0.097, 0.021, -0.037, -0.084, -0.328, -0.094, 0.101, 0.058, 0.063, 0.123, 0.067, 0.015]}



{"formula": "C16H48O8", "method": "ωB97M-V/def2-TZVPD", "charge": 0, "e_above_lowest_kj_mol": 238.2, "energy_ev": -33748.033, "multiplicity": 1, "orbital_gap_ev": 9.9870, "smiles": "CCO.CCO.CCO.CCO.CCO.CCO.CCO.CCO", "species": ["C", "C", "O", "H", "H", "H", "H", "H", "H", "C", "C", "O", "H", "H", "H", "H", "H", "H", "C", "C", "O", "H", "H", "H", "H", "H", "H", "C", "C", "O", "H", "H", "H", "H", "H", "H", "C", "C", "O", "H", "H", "H", "H", "H", "H", "C", "C", "O", "H", "H", "H", "H", "H", "H", "C", "C", "O", "H", "H", "H", "H", "H", "H", "C", "C", "O", "H", "H", "H", "H", "H", "H"], "coordinates": [[4.821, -2.429, -0.680], [4.002, -2.012, 0.522], [4.137, -0.665, 0.879], [4.524, -1.919, -1.600], [4.752, -3.502, -0.875], [5.891, -2.217, -0.581], [4.175, -2.692, 1.362], [2.948, -2.238, 0.278], [3.465, -0.172, 0.388], [-2.897, 2.806, -0.436], [-3.683, 1.627, -0.974], [-2.806, 0.911, -1.865], [-2.357, 3.260, -1.266], [-2.236, 2.546, 0.392], [-3.541, 3.569, 0.014], [-4.561, 1.936, -1.546], [-4.030, 1.006, -0.143], [-3.099, -0.006, -1.823], [2.235, 4.931, 0.125], [3.011, 3.794, 0.734], [3.092, 3.890, 2.164], [2.027, 4.687, -0.921], [2.731, 5.907, 0.094], [1.276, 5.130, 0.609], [4.038, 3.695, 0.368], [2.535, 2.845, 0.469], [2.908, 4.805, 2.392], [0.435, -3.054, 2.004], [0.435, -4.378, 2.783], [-0.802, -5.074, 2.690], [-0.379, -2.454, 2.410], [0.419, -3.237, 0.932], [1.396, -2.578, 2.215], [0.626, -4.128, 3.833], [1.235, -5.027, 2.429], [-1.479, -4.440, 2.439], [-0.259, -0.636, -0.672], [0.664, 0.459, -0.167], [1.994, 0.308, -0.678], [-0.438, -0.516, -1.737], [-1.208, -0.548, -0.137], [0.201, -1.594, -0.439], [0.753, 0.440, 0.919], [0.306, 1.440, -0.497], [1.983, 0.539, -1.617], [-2.032, -3.264, -2.125], [-3.397, -3.210, -1.449], [-4.377, -2.973, -2.461], [-1.969, -4.121, -2.788], [-1.282, -3.249, -1.333], [-1.903, -2.332, -2.677], [-3.367, -2.381, -0.726], [-3.654, -4.116, -0.896], [-5.231, -3.281, -2.145], [1.200, 3.634, -3.450], [2.158, 2.488, -3.169], [1.561, 1.204, -3.338], [1.742, 4.564, -3.263], [0.335, 3.595, -2.786], [0.828, 3.681, -4.476], [2.428, 2.553, -2.114], [3.069, 2.591, -3.764], [1.088, 1.179, -4.174], [-2.076, 0.107, 4.005], [-3.226, -0.368, 3.121], [-4.475, 0.174, 3.514], [-2.277, 0.003, 5.066], [-1.893, 1.153, 3.752], [-1.184, -0.458, 3.726], [-3.268, -1.468, 3.186], [-3.030, -0.204, 2.058], [-5.004, -0.516, 3.919]], "forces_ev_per_angstrom": [[0.8, 0.0, -0.5], [-1.1, -0.8, -0.5], [0.3, 0.0, 0.3], [-0.3, 0.1, 0.1], [-0.2, 0.0, 0.1], [-0.1, 0.1, 0.3], [0.5, 0.4, 0.2], [0.1, 0.2, -0.1], [-0.1, 0.1, -0.1], [-0.5, 0.4, 0.3], [0.4, 0.2, -0.1], [-0.4, -0.3, 0.6], [0.2, 0.1, 0.1], [0.3, -0.3, -0.4], [-0.2, -0.1, -0.3], [0.0, 0.2, 0.1], [0.1, -0.2, -0.1], [0.2, -0.1, -0.3], [-0.1, 0.5, -0.8], [0.3, -0.2, 0.7], [-0.2, -0.1, -0.3], [-0.1, 0.1, 0.0], [0.4, -0.2, 0.2], [0.0, -0.4, 0.1], [-0.1, 0.3, -0.3], [-0.1, 0.0, 0.3], [0.1, 0.0, 0.1], [0.7, -1.0, 0.6], [-0.1, 0.7, 0.0], [0.1, -0.1, -0.2], [0.0, 0.3, -0.5], [-0.5, 0.1, 0.0], [-0.2, 0.3, 0.0], [0.1, -0.2, 0.0], [-0.1, -0.1, 0.0], [0.0, 0.0, 0.0], [0.2, 0.4, 0.5], [0.3, 0.2, -0.6], [0.1, 0.0, 0.3], [0.0, -0.1, 0.0], [-0.1, -0.1, -0.1], [-0.1, -0.1, -0.2], [0.0, 0.0, 0.0], [-0.2, 0.0, 0.3], [-0.1, -0.3, -0.1], [-0.7, 0.3, 0.6], [0.2, 0.3, -0.3], [0.0, 0.0, 0.1], [0.3, 0.0, 0.0], [0.2, -0.4, -0.2], [0.0, -0.1, -0.2], [-0.2, 0.0, 0.0], [0.2, -0.1, 0.0], [0.0, 0.1, 0.0], [0.1, 0.2, 0.0], [-0.4, 0.4, 0.0], [0.2, 0.1, 0.1], [-0.1, 0.1, 0.0], [0.0, 0.0, 0.0], [0.1, -0.2, -0.1], [0.2, -0.1, 0.0], [0.0, -0.1, 0.0], [0.0, 0.0, 0.0], [-0.1, 0.4, -1.1], [0.2, -1.4, 0.6], [0.0, 0.3, -0.3], [-0.1, -0.1, 0.0], [0.1, 0.0, 0.4], [0.1, 0.0, 0.2], [-0.1, 0.1, 0.1], [-0.1, 0.6, 0.0], [0.0, 0.0, 0.0]], "lowdin_charge": [-0.095, -0.359, -0.074, 0.068, 0.070, 0.072, 0.107, 0.091, 0.038, -0.086, -0.298, -0.098, 0.070, 0.065, 0.075, 0.108, 0.103, 0.060, -0.087, -0.305, -0.079, 0.045, 0.079, 0.082, 0.114, 0.091, 0.069, -0.083, -0.310, -0.079, 0.062, 0.059, 0.075, 0.107, 0.111, 0.064, -0.084, -0.271, -0.110, 0.069, 0.067, 0.047, 0.117, 0.107, 0.046, -0.076, -0.321, -0.081, 0.079, 0.057, 0.068, 0.094, 0.111, 0.079, -0.085, -0.292, -0.084, 0.072, 0.073, 0.076, 0.093, 0.118, 0.100, -0.075, -0.335, -0.072, 0.075, 0.074, 0.058, 0.105, 0.090, 0.080]}



{"formula": "C16H48O8", "method": "ωB97M-V/def2-TZVPD", "charge": 0, "e_above_lowest_kj_mol": 312.1, "energy_ev": -33747.266, "multiplicity": 1, "orbital_gap_ev": 10.1202, "smiles": "CCO.CCO.CCO.CCO.CCO.CCO.CCO.CCO", "species": ["C", "C", "O", "H", "H", "H", "H", "H", "H", "C", "C", "O", "H", "H", "H", "H", "H", "H", "C", "C", "O", "H", "H", "H", "H", "H", "H", "C", "C", "O", "H", "H", "H", "H", "H", "H", "C", "C", "O", "H", "H", "H", "H", "H", "H", "C", "C", "O", "H", "H", "H", "H", "H", "H", "C", "C", "O", "H", "H", "H", "H", "H", "H", "C", "C", "O", "H", "H", "H", "H", "H", "H"], "coordinates": [[3.155, 2.799, 2.188], [2.556, 3.849, 1.306], [3.516, 4.612, 0.606], [2.487, 2.316, 2.904], [4.028, 3.105, 2.777], [3.592, 1.961, 1.622], [1.830, 4.507, 1.797], [1.814, 3.316, 0.675], [4.047, 3.963, 0.123], [-3.854, 2.359, -4.068], [-5.287, 2.395, -4.515], [-5.472, 3.225, -5.662], [-3.353, 3.330, -4.019], [-3.146, 1.732, -4.621], [-3.737, 1.920, -3.068], [-5.953, 2.787, -3.735], [-5.657, 1.393, -4.746], [-4.775, 3.882, -5.694], [-3.790, -1.285, 1.456], [-3.534, -0.291, 2.571], [-2.473, 0.624, 2.169], [-2.891, -1.860, 1.223], [-4.270, -0.868, 0.575], [-4.464, -2.050, 1.863], [-3.243, -0.803, 3.490], [-4.361, 0.397, 2.762], [-2.226, 0.312, 1.291], [-2.174, 4.623, 3.847], [-1.424, 4.030, 2.651], [-0.629, 2.909, 3.044], [-2.742, 5.506, 3.545], [-1.434, 4.991, 4.563], [-2.813, 3.914, 4.371], [-0.782, 4.856, 2.316], [-2.077, 3.708, 1.835], [-1.043, 2.183, 2.566], [-0.165, -1.918, 2.909], [-1.097, -2.720, 3.817], [-1.212, -2.106, 5.096], [0.875, -1.956, 3.230], [-0.507, -0.880, 2.911], [-0.242, -2.264, 1.874], [-0.735, -3.744, 3.995], [-2.055, -2.883, 3.319], [-0.395, -2.309, 5.558], [1.790, -3.920, -2.726], [1.886, -5.349, -3.248], [1.893, -6.240, -2.145], [0.792, -3.766, -2.311], [1.946, -3.116, -3.449], [2.514, -3.761, -1.926], [2.766, -5.512, -3.875], [1.018, -5.543, -3.879], [2.773, -6.569, -1.959], [4.728, -1.918, -1.471], [5.428, -2.775, -2.488], [5.978, -1.897, -3.489], [4.584, -2.394, -0.502], [3.732, -1.598, -1.798], [5.253, -0.971, -1.344], [4.821, -3.507, -3.041], [6.157, -3.425, -1.982], [6.488, -2.474, -4.070], [0.772, -0.534, -0.877], [-0.019, 0.665, -0.397], [-1.324, 0.795, -0.968], [0.218, -1.471, -0.922], [1.634, -0.685, -0.222], [1.203, -0.394, -1.876], [0.527, 1.603, -0.476], [-0.194, 0.417, 0.652], [-1.251, 0.775, -1.928]], "forces_ev_per_angstrom": [[1.3, -1.1, 0.9], [-1.7, -0.4, 0.0], [-0.1, -0.4, -0.2], [-0.4, 0.3, -0.2], [-0.3, 0.6, 0.0], [-0.3, 0.2, -0.4], [0.8, 0.3, 0.5], [0.6, 0.1, -0.6], [0.0, 0.3, 0.0], [1.4, -0.6, 0.9], [-0.3, 0.5, -0.1], [-0.1, -0.4, -0.3], [-0.4, 0.2, 0.0], [-0.6, 0.0, -0.7], [-0.4, 0.3, 0.1], [0.3, -0.1, 0.2], [0.1, 0.1, -0.2], [0.1, 0.0, 0.1], [-0.7, -0.8, 1.0], [0.6, 1.1, -0.5], [0.1, -0.6, -0.1], [0.2, 0.3, -0.2], [0.3, 0.2, -0.1], [-0.1, 0.1, -0.2], [0.0, 0.1, 0.0], [-0.3, -0.6, 0.1], [0.2, 0.4, -0.1], [0.3, 0.1, -0.1], [0.0, 0.4, 0.7], [-0.2, 0.3, -0.5], [-0.2, -0.2, -0.1], [0.0, -0.1, 0.0], [-0.1, -0.1, -0.2], [0.1, -0.4, -0.4], [-0.1, 0.3, 0.1], [0.1, -0.5, 0.4], [-0.5, 0.0, -0.2], [1.0, -0.7, 0.0], [-0.5, 0.0, -0.2], [0.0, 0.0, 0.0], [0.1, 0.0, 0.1], [0.2, -0.1, 0.0], [0.2, 0.1, -0.3], [-0.3, 0.5, 0.5], [-0.1, 0.1, 0.1], [-0.1, 0.2, 0.2], [0.3, 0.6, -0.1], [-0.5, -0.3, 0.1], [0.0, 0.0, 0.1], [0.0, -0.3, -0.3], [0.0, -0.1, 0.0], [0.1, 0.1, 0.0], [0.0, -0.3, 0.1], [0.1, 0.1, -0.2], [-1.0, 0.5, 0.0], [0.1, -0.4, -0.5], [0.4, -0.7, 0.4], [0.2, -0.1, 0.0], [0.0, -0.2, -0.2], [0.4, -0.2, 0.1], [-0.6, 0.3, 0.4], [0.5, 0.5, -0.1], [0.0, 0.3, -0.1], [0.8, 0.1, -0.9], [-0.5, -1.0, 0.5], [0.2, -0.1, 0.0], [-0.3, 0.2, 0.3], [-0.1, 0.0, 0.1], [-0.1, 0.1, 0.0], [0.2, 0.0, 0.0], [-0.1, 0.6, 0.2], [0.0, 0.0, 0.0]], "lowdin_charge": [-0.100, -0.345, -0.063, 0.072, 0.076, 0.069, 0.107, 0.094, 0.085, -0.107, -0.315, -0.084, 0.076, 0.074, 0.070, 0.109, 0.112, 0.069, -0.084, -0.258, -0.115, 0.069, 0.080, 0.082, 0.099, 0.114, 0.036, -0.091, -0.314, -0.093, 0.069, 0.071, 0.069, 0.099, 0.110, 0.032, -0.083, -0.319, -0.076, 0.074, 0.059, 0.068, 0.111, 0.093, 0.083, -0.100, -0.317, -0.075, 0.068, 0.077, 0.056, 0.106, 0.108, 0.079, -0.097, -0.320, -0.083, 0.078, 0.052, 0.080, 0.097, 0.109, 0.081, -0.091, -0.298, -0.081, 0.070, 0.074, 0.071, 0.105, 0.088, 0.080]}